Record 1
{
  "formula": "C16H15N3O2S",
  "method": "wB97M-V/def2-TZVPD",
  "multiplicity": 1,
  "species": ["C", "C", "O", "N", "H", "C", "H", "H", "C", "C", "O", "N", "C", "N", "C", "C", "C", "C", "C", "C", "C", "C", "C", "C", "H", "H", "H", "H", "H", "H", "S", "H", "H", "H", "H", "H", "H"],
  "xyz": [[0.885436, 3.249181, -1.121793], [-0.110879, 2.202842, -1.298995], [0.010132, 1.248760, -1.907617], [-1.363456, 2.560049, -0.718556], [-1.430267, 3.288561, -0.344429], [-2.626992, 1.644236, -0.576327], [-3.533820, 2.109003, -0.887918], [-2.346369, 0.890152, -1.374718], [-2.935302, 1.307672, 0.719218], [-3.592395, -0.069061, 0.771576], [-4.878902, 0.060885, 0.975371], [-2.986839, -1.044389, 0.368578], [-1.511311, -1.449176, 0.169580], [-0.603701, -0.362462, 0.702535], [0.608998, -0.876369, 0.167796], [0.591684, -2.105615, -0.269462], [1.899576, -2.789209, -0.794952], [2.985701, -1.997652, -0.531015], [3.135228, -0.599375, 0.013099], [4.195895, 0.050516, 0.426235], [4.168514, 1.193418, 0.885796], [2.892414, 1.830250, 1.606667], [1.825356, 1.186080, 1.301436], [1.752735, -0.100268, 0.726550], [0.890924, 1.635144, 1.364337], [3.106513, 2.698815, 1.971860], [5.148111, 1.549657, 1.142507], [5.191563, -0.251648, -0.085208], [3.884579, -2.380725, -0.847545], [1.894248, -3.606541, -1.304262], [-0.935595, -2.593149, -0.629524], [-3.462021, -2.006414, 0.199479], [-3.467791, 2.064575, 1.342547], [-1.966355, 1.010944, 1.326923], [1.743747, 2.730622, -1.497205], [0.963064, 3.844557, -0.159782], [0.636279, 4.075374, -2.058322]],
  "forces_ev_per_angstrom": [[0.3756, 3.7328, -2.4529], [-5.2791, 5.5059, 4.6129], [1.4680, -6.2934, -3.9460], [0.0075, -14.6183, -6.8716], [-1.0115, 14.0380, 7.2442], [3.9544, 2.0486, -6.1194], [-0.3057, 1.0536, -1.3938], [-0.6737, 0.1489, 1.4540], [2.6724, -3.4960, 7.7123], [-8.8922, 10.0294, 2.2706], [3.6296, -2.2151, -0.3596], [5.8172, -12.9939, -3.8897], [-3.9198, 13.8804, 7.1683], [-1.7414, -6.4124, -4.2325], [-0.4044, 6.3749, 6.7944], [5.5676, -4.3239, -4.1046], [-2.1712, 8.7229, 5.1191], [-0.5506, 1.4669, -0.1455], [-10.4655, -4.4872, 2.7598], [5.6505, -6.2200, -6.0848], [-1.9623, 9.2394, 7.9039], [7.2794, -5.1027, -4.8667], [-4.4964, -2.6698, -0.8682], [5.0635, -2.3435, -5.6878], [-1.8967, 0.8064, 1.0226], [0.2757, 5.1610, 2.3324], [0.1207, 1.1621, 0.0270], [-1.2908, 0.0358, 1.1570], [2.2429, -0.9709, -0.8005], [0.1419, -5.1200, -2.7725], [0.5585, -6.5735, -3.7488], [-0.1698, 2.7508, 0.7456], [0.0116, -0.8480, -0.8294], [-1.4902, 1.4090, -1.0719], [1.2884, 0.3534, 0.4285], [-0.0586, -1.1087, -1.2146], [0.6546, -2.1230, 2.7082]]
}

Record 2
{
  "formula": "C16H15N3O2S2",
  "method": "wB97M-V/def2-TZVPD",
  "multiplicity": 1,
  "species": ["C", "C", "S", "C", "N", "N", "C", "N", "C", "O", "C", "O", "C", "C", "C", "C", "C", "C", "C", "C", "C", "C", "S", "H", "H", "H", "H", "H", "H", "H", "H", "H", "H", "H", "H", "H", "H", "H"],
  "xyz": [[-6.688031, -1.520783, -1.018600], [-6.128033, -1.897152, 0.337003], [-4.306538, -2.051653, 0.312365], [-3.867548, -0.388394, 0.248086], [-4.682366, 0.607604, 0.241842], [-4.091122, 1.789191, 0.198722], [-2.801977, 1.744937, 0.169289], [-2.065630, 2.891090, 0.122299], [-0.710122, 3.159296, 0.083155], [-0.337074, 4.300000, 0.045449], [0.204342, 1.948564, 0.092071], [1.526785, 2.397017, 0.042706], [2.521139, 1.460452, 0.040448], [3.828957, 1.995148, -0.015361], [4.912957, 1.171680, -0.023727], [4.759726, -0.231976, 0.023211], [5.860353, -1.110881, 0.016488], [5.674109, -2.465074, 0.063428], [4.377622, -2.997107, 0.119005], [3.289445, -2.168987, 0.126637], [3.448450, -0.768976, 0.079240], [2.337196, 0.102333, 0.086604], [-2.167108, 0.092635, 0.194980], [-6.384423, -2.240691, -1.775261], [-7.774332, -1.503957, -0.968474], [-6.339784, -0.532086, -1.305804], [-6.368230, -1.150092, 1.090979], [-6.475224, -2.878816, 0.657953], [-2.645306, 3.726683, 0.115694], [-0.030509, 1.315648, -0.778627], [0.018306, 1.366669, 1.008986], [3.925986, 3.068443, -0.050485], [5.910309, 1.584628, -0.066583], [6.856472, -0.693773, -0.026372], [6.522365, -3.133708, 0.058103], [4.245604, -4.068704, 0.155579], [2.289669, -2.577956, 0.169276], [1.353551, -0.341270, 0.129714]],
  "forces_ev_per_angstrom": [[-0.0068, 0.0079, 0.0063], [0.3662, 0.1309, -0.1052], [-0.2001, -0.6259, 0.1065], [0.5383, 0.3011, -0.0190], [-0.7001, -1.4183, 0.0841], [0.7151, 1.8274, -0.0542], [0.1235, -1.2720, 0.0247], [-0.1292, 0.7163, -0.0127], [-0.0376, -0.1693, 0.0030], [0.2107, 0.0939, -0.0074], [0.2205, -0.0615, -0.0030], [0.0460, 0.0852, -0.0038], [-0.0685, -0.3685, 0.0116], [0.0780, 0.0432, -0.0034], [-0.1999, 0.2175, -0.0005], [-0.2900, -0.2255, 0.0160], [0.0557, -0.1624, 0.0036], [0.2339, 0.1369, -0.0113], [-0.2392, -0.0119, 0.0065], [0.0526, -0.1634, 0.0030], [0.3945, 0.1008, -0.0149], [-0.3130, 0.3907, -0.0015], [-0.9418, 0.4046, 0.0030], [-0.0159, -0.0402, -0.0627], [-0.1360, 0.0202, -0.0447], [-0.0319, 0.0097, -0.0487], [-0.0662, -0.0900, 0.0515], [0.0421, 0.0262, 0.0830], [0.1575, -0.1068, -0.0004], [0.0440, 0.0551, 0.1229], [0.0354, 0.0460, -0.1284], [0.0589, 0.1317, -0.0058], [0.0818, 0.0722, -0.0045], [0.1017, 0.0245, -0.0040], [0.0797, -0.0179, -0.0019], [-0.0435, -0.0695, 0.0038], [-0.0870, -0.0498, 0.0045], [-0.1297, 0.0114, 0.0038]]
}

Record 3
{
  "formula": "C16H15N3O3Rh",
  "method": "wB97M-V/def2-TZVPD",
  "multiplicity": 1,
  "total_charge": 1,
  "species": ["Rh", "C", "C", "N", "N", "C", "O", "C", "C", "C", "C", "C", "C", "C", "C", "C", "C", "C", "N", "H", "H", "H", "H", "H", "H", "H", "H", "H", "H", "H", "H", "C", "O", "C", "O", "H", "H", "H"],
  "xyz": [[-1.089974, -0.111830, 0.419131], [3.098240, -1.156143, -0.423826], [1.617941, -1.133777, -0.282628], [0.966199, -0.002352, -0.253325], [1.473617, 1.194225, -0.336552], [0.557480, 2.155118, -0.130240], [-0.659827, 1.848159, 0.088697], [0.980171, 3.549129, -0.143985], [0.019698, 4.554611, 0.001736], [0.412826, 5.878476, 0.045157], [1.758759, 6.209267, -0.054794], [2.714552, 5.213997, -0.220259], [2.330993, 3.888125, -0.268323], [0.778546, -2.298399, -0.157122], [1.251318, -3.611454, -0.164474], [0.364222, -4.663708, -0.070315], [-0.998379, -4.403162, 0.031483], [-1.407763, -3.085691, 0.052059], [-0.549599, -2.065082, -0.032793], [3.466903, -0.135758, -0.471047], [3.394089, -1.678909, -1.335872], [3.569291, -1.667923, 0.417340], [-1.024383, 4.286269, 0.079346], [-0.330203, 6.656800, 0.153054], [2.063328, 7.245438, 0.006309], [3.758754, 5.479485, -0.312503], [3.061859, 3.100471, -0.384159], [2.314569, -3.780935, -0.259283], [0.713530, -5.686948, -0.085848], [-1.726020, -5.198963, 0.084832], [-2.457543, -2.834564, 0.135705], [0.971084, 0.071202, 3.983311], [0.586141, 0.010713, 2.582631], [-0.681239, -0.205587, 2.341505], [-1.588464, -0.413503, 3.080933], [2.050987, 0.160086, 3.993360], [0.645209, -0.833004, 4.492488], [0.511887, 0.942219, 4.445570]],
  "forces_ev_per_angstrom": [[3.9737, 0.0356, -1.4780], [0.1018, -0.1273, -0.1845], [0.0503, 1.5749, -0.0185], [-2.5508, -1.3394, 1.2305], [0.5418, 1.1818, -0.1300], [0.6045, -1.3869, -0.0752], [-1.4474, 1.0683, 0.6926], [-0.0167, 0.4379, -0.0342], [0.0769, -0.1634, -0.0058], [0.0232, 0.0912, -0.0326], [-0.0435, -0.0594, 0.0298], [0.0172, 0.1010, -0.0172], [-0.1266, -0.1683, 0.0314], [-0.5205, -0.9857, 0.0948], [0.2557, 0.6359, -0.1735], [-0.4879, -0.1568, 0.0406], [0.2981, -0.0983, -0.1545], [0.0850, -0.1296, -0.0738], [-1.0845, -0.5453, 0.9859], [0.0118, -0.0372, 0.0044], [0.0005, -0.0027, 0.0001], [-0.0745, -0.0183, 0.0416], [0.0039, -0.0195, 0.0246], [0.0066, 0.0043, 0.0266], [0.0058, 0.0087, -0.0545], [0.0107, -0.0170, 0.0207], [0.0251, 0.0235, -0.0168], [-0.0039, -0.0423, -0.0068], [0.0828, 0.0217, 0.0189], [-0.0016, 0.0002, 0.0369], [0.0381, 0.0530, 0.0677], [-0.1264, 0.0089, 0.2399], [0.1693, 0.0023, 0.1376], [0.3626, 0.0853, -0.9889], [-0.2754, -0.0144, -0.1513], [-0.0028, -0.0131, -0.0800], [0.0214, -0.0012, -0.0211], [-0.0040, -0.0083, -0.0275]]
}

Number 1: HOMO-LUMO gap 8.24 eV, energy -36225.1733 eV, HOMO level -8.49 eV. Number 2: HOMO-LUMO gap 8.67 eV, energy -47070.8342 eV, HOMO level -8.29 eV. Number 3: HOMO-LUMO gap 6.72 eV, energy -30448.8544 eV, HOMO level -11.46 eV.